1.
{"formula": "C30H80O10", "method": "the ωB97M-V functional and the def2-TZVPD basis", "s2": 0.75, "spin_multiplicity": 2, "e_homo_ev": [0.39, -7.36], "energy_ev": -52880.7401, "charge": -1, "de_lowest_kcal_mol": 0.0, "orbital_gap_ha": [0.0633, 0.3463], "largest_force_ev_per_a": 2.3, "molar_mass_g_mol": 600.960, "species": ["C", "C", "C", "O", "H", "H", "H", "H", "H", "H", "H", "H", "C", "C", "C", "O", "H", "H", "H", "H", "H", "H", "H", "H", "C", "C", "C", "O", "H", "H", "H", "H", "H", "H", "H", "H", "C", "C", "C", "O", "H", "H", "H", "H", "H", "H", "H", "H", "C", "C", "C", "O", "H", "H", "H", "H", "H", "H", "H", "H", "C", "C", "C", "O", "H", "H", "H", "H", "H", "H", "H", "H", "C", "C", "C", "O", "H", "H", "H", "H", "H", "H", "H", "H", "C", "C", "C", "O", "H", "H", "H", "H", "H", "H", "H", "H", "C", "C", "C", "O", "H", "H", "H", "H", "H", "H", "H", "H", "C", "C", "C", "O", "H", "H", "H", "H", "H", "H", "H", "H"], "positions_angstrom": [[-5.941, -2.930, -2.277], [-4.437, -2.873, -2.337], [-3.868, -1.842, -1.359], [-4.000, -4.172, -2.114], [-6.307, -1.959, -2.611], [-6.348, -3.243, -1.315], [-6.266, -3.685, -2.992], [-4.155, -2.483, -3.315], [-4.110, -2.177, -0.351], [-4.300, -0.853, -1.513], [-2.779, -1.801, -1.392], [-3.258, -4.297, -2.710], [-0.700, 7.583, 2.907], [-0.075, 6.253, 2.818], [-0.546, 5.426, 1.663], [1.292, 6.537, 2.717], [-0.357, 8.156, 2.045], [-0.485, 8.169, 3.800], [-1.786, 7.546, 2.822], [-0.240, 5.758, 3.775], [-0.486, 5.903, 0.685], [-1.569, 5.064, 1.759], [0.073, 4.542, 1.505], [1.427, 7.145, 1.987], [0.181, -1.072, -0.951], [0.099, -0.135, 0.294], [0.552, 1.254, 0.006], [-1.235, -0.149, 0.704], [-0.238, -0.534, -1.802], [-0.349, -1.993, -0.707], [1.210, -1.334, -1.195], [0.766, -0.538, 1.056], [1.602, 1.370, -0.263], [0.374, 1.956, 0.820], [0.010, 1.594, -0.877], [-1.699, 0.115, -0.094], [2.480, 1.822, 3.831], [2.358, 3.342, 4.073], [3.312, 3.811, 5.128], [2.564, 4.040, 2.917], [1.789, 1.274, 4.473], [3.518, 1.542, 4.006], [2.293, 1.494, 2.809], [1.337, 3.557, 4.389], [3.017, 3.405, 6.095], [3.301, 4.898, 5.202], [4.356, 3.602, 4.894], [2.109, 4.883, 2.985], [5.372, -2.439, -3.516], [4.143, -1.543, -3.232], [4.341, -0.497, -2.182], [3.788, -0.832, -4.391], [6.247, -1.886, -3.856], [5.171, -3.055, -4.393], [5.739, -3.096, -2.728], [3.299, -2.176, -2.960], [3.468, 0.145, -2.066], [5.169, 0.136, -2.498], [4.621, -0.921, -1.217], [3.608, -1.449, -5.104], [-1.461, -4.567, 0.072], [-2.027, -5.980, 0.303], [-1.971, -6.420, 1.769], [-3.344, -5.974, -0.087], [-1.522, -4.345, -0.993], [-0.383, -4.528, 0.229], [-1.939, -3.693, 0.516], [-1.569, -6.751, -0.317], [-2.576, -5.686, 2.300], [-0.962, -6.408, 2.182], [-2.445, -7.397, 1.871], [-3.447, -5.266, -0.727], [-4.118, 1.688, 0.109], [-3.443, 1.977, -1.210], [-2.685, 3.312, -1.307], [-2.453, 0.997, -1.562], [-4.550, 0.687, 0.146], [-4.800, 2.501, 0.357], [-3.375, 1.616, 0.902], [-4.189, 1.910, -2.002], [-3.328, 4.083, -0.882], [-2.504, 3.640, -2.331], [-1.755, 3.342, -0.740], [-2.386, 1.027, -2.519], [-2.338, -3.181, -5.899], [-1.392, -3.742, -4.853], [-0.893, -2.652, -3.938], [-2.082, -4.667, -4.025], [-3.276, -2.926, -5.406], [-2.541, -4.066, -6.502], [-1.904, -2.366, -6.478], [-0.523, -4.235, -5.289], [-0.378, -1.830, -4.436], [-0.155, -3.139, -3.300], [-1.720, -2.203, -3.389], [-1.373, -5.177, -3.625], [5.864, 4.129, -0.289], [4.924, 3.396, 0.629], [4.972, 1.851, 0.447], [5.147, 3.771, 1.961], [5.845, 3.730, -1.303], [6.879, 4.018, 0.094], [5.689, 5.204, -0.308], [3.903, 3.647, 0.344], [4.468, 1.375, 1.287], [6.028, 1.600, 0.546], [4.498, 1.556, -0.490], [4.274, 3.694, 2.352], [-0.436, -3.272, 3.186], [-1.342, -2.141, 3.722], [-0.560, -0.838, 4.060], [-2.259, -1.784, 2.739], [-0.079, -3.071, 2.176], [-0.940, -4.238, 3.151], [0.398, -3.347, 3.884], [-1.912, -2.594, 4.533], [0.135, -0.945, 4.893], [-1.306, -0.074, 4.280], [0.016, -0.362, 3.267], [-1.853, -1.243, 2.058]], "atomic_forces_ev_per_a": [[-0.242, 0.147, -0.742], [-0.750, 1.537, 0.628], [-0.128, -0.868, 0.539], [0.660, -0.582, 0.231], [-0.451, 0.010, 0.283], [0.209, 0.319, 0.189], [-0.121, 0.032, -0.132], [0.068, -0.454, -0.475], [-0.127, 0.082, 0.263], [0.174, -0.097, -0.159], [-0.003, 0.197, -0.249], [0.505, -0.439, -0.420], [-1.763, 1.438, -0.359], [-0.325, 0.201, 0.313], [-0.274, -1.039, -0.817], [1.750, -0.719, 0.428], [-0.074, 0.274, -0.133], [0.325, -0.308, 0.081], [-0.149, -0.080, -0.001], [0.257, -0.449, -0.047], [-0.022, 0.647, 0.108], [-0.077, 0.121, 0.210], [0.131, -0.152, 0.431], [0.089, -0.012, -0.149], [0.636, 0.655, 0.807], [1.256, -1.302, -0.984], [0.186, 1.158, -0.862], [-0.223, 0.015, 1.096], [-0.232, -0.284, -0.125], [-0.143, 0.046, -0.235], [0.127, 0.053, -0.053], [-0.409, -0.313, 0.474], [0.225, -0.430, 0.095], [-0.200, -0.128, 0.196], [-0.159, 0.291, 0.026], [-0.864, 0.252, -0.455], [0.328, 0.292, -0.084], [-0.705, -1.407, 0.844], [0.250, 0.537, 0.749], [0.424, 0.274, -2.052], [0.273, -0.075, 0.158], [-0.014, -0.287, 0.319], [-0.367, 0.444, -0.141], [-0.281, -0.131, 0.366], [0.312, -0.099, 0.129], [-0.360, 0.150, 0.077], [-0.029, -0.509, -0.038], [0.140, 0.681, -0.356], [0.177, 0.186, -0.501], [0.269, -0.752, 0.003], [0.681, 0.283, 0.360], [0.052, 0.450, -0.640], [-0.052, 0.602, 0.239], [-0.355, -0.335, 0.067], [-0.465, 0.060, 0.297], [-0.067, -0.308, 0.206], [-0.115, -0.191, -0.041], [0.074, 0.162, 0.016], [-0.134, -0.098, 0.057], [-0.122, -0.097, -0.107], [1.113, -0.441, -1.110], [0.679, 0.607, 0.883], [-0.300, 0.504, -0.414], [-1.767, -0.304, 0.074], [-0.171, -0.122, -0.347], [0.098, 0.020, 0.478], [-0.276, -0.496, 0.702], [0.998, 0.173, -0.115], [-0.024, -0.077, 0.281], [0.028, -0.178, -0.087], [0.146, -0.050, 0.090], [-0.624, 0.282, -0.387], [1.105, -0.289, 0.428], [1.115, 0.373, -0.981], [-1.278, 0.645, 0.597], [-0.354, -0.548, 1.124], [-0.557, 0.219, -0.351], [-0.251, -0.264, -0.034], [0.235, 0.369, 0.148], [-0.291, 0.348, -0.055], [-0.094, 0.367, 0.133], [0.157, -0.416, -0.110], [-0.025, -0.383, -0.029], [0.276, -0.244, -0.796], [0.052, -1.624, 0.279], [0.168, 1.988, 0.086], [0.615, 0.119, -0.006], [-0.123, -0.738, -0.333], [0.065, 0.386, -0.120], [-0.361, 0.300, -0.697], [-0.117, -0.094, 0.124], [-0.090, -0.114, -0.362], [0.035, -0.059, -0.265], [-0.006, 0.315, 0.639], [0.062, -0.145, 0.228], [-0.117, -0.375, 0.366], [0.664, 0.063, 0.104], [-0.973, -0.972, -0.890], [0.556, 1.142, 0.669], [0.500, -0.032, -0.032], [-0.119, 0.032, -0.014], [0.193, -0.170, -0.017], [-0.279, -0.023, -0.028], [-0.298, 0.421, 0.057], [-0.221, 0.013, -0.066], [0.054, -0.542, -0.436], [0.371, -0.100, 0.029], [-0.337, 0.357, 0.577], [0.128, 0.341, 0.647], [1.487, 0.218, -1.482], [-0.393, -0.279, 0.826], [-1.731, -0.453, -0.054], [0.124, 0.255, 0.090], [-0.158, 0.148, 0.076], [0.323, -0.255, -0.139], [0.039, 0.606, 0.431], [-0.099, -0.051, 0.236], [-0.063, -0.023, 0.434], [-0.009, -0.714, -0.569], [0.342, 0.315, -0.440]]}

---

2.
{"formula": "C30H80O10", "method": "the ωB97M-V functional and the def2-TZVPD basis", "spin_multiplicity": 1, "smiles": "CC(C)O.CC(C)O.CC(C)O.CC(C)O.CCOCC.CCOCC.CCOCC.CCO.CCO.CCO", "e_homo_ev": -9.59, "energy_ev": -52878.1300, "de_lowest_kcal_mol": 117.4, "orbital_gap_ha": 0.3560, "largest_force_ev_per_a": 2.3, "molar_mass_g_mol": 600.960, "species": ["C", "C", "C", "O", "H", "H", "H", "H", "H", "H", "H", "H", "C", "C", "C", "O", "H", "H", "H", "H", "H", "H", "H", "H", "C", "C", "C", "O", "H", "H", "H", "H", "H", "H", "H", "H", "C", "C", "C", "O", "H", "H", "H", "H", "H", "H", "H", "H", "C", "C", "O", "C", "C", "H", "H", "H", "H", "H", "H", "H", "H", "H", "H", "C", "C", "O", "C", "C", "H", "H", "H", "H", "H", "H", "H", "H", "H", "H", "C", "C", "O", "C", "C", "H", "H", "H", "H", "H", "H", "H", "H", "H", "H", "C", "C", "O", "H", "H", "H", "H", "H", "H", "C", "C", "O", "H", "H", "H", "H", "H", "H", "C", "C", "O", "H", "H", "H", "H", "H", "H"], "positions_angstrom": [[-4.929, 0.319, -2.070], [-5.709, 1.501, -2.658], [-6.948, 1.743, -1.891], [-4.932, 2.709, -2.691], [-5.540, -0.581, -1.998], [-4.478, 0.623, -1.125], [-4.107, -0.020, -2.700], [-6.054, 1.289, -3.670], [-7.540, 2.536, -2.348], [-6.715, 1.963, -0.849], [-7.603, 0.871, -1.896], [-4.550, 2.792, -1.814], [-1.048, 3.043, -7.088], [-2.014, 4.094, -7.706], [-1.863, 4.040, -9.183], [-3.332, 3.840, -7.338], [-1.060, 3.045, -5.998], [-0.032, 3.165, -7.461], [-1.348, 2.079, -7.498], [-1.735, 5.070, -7.311], [-0.962, 4.554, -9.518], [-2.674, 4.563, -9.690], [-1.759, 3.017, -9.544], [-3.480, 3.944, -6.395], [-4.420, 6.153, 1.883], [-3.715, 4.925, 2.436], [-4.686, 4.118, 3.326], [-3.279, 4.146, 1.346], [-3.753, 6.914, 1.479], [-5.057, 6.720, 2.562], [-5.126, 5.743, 1.161], [-2.845, 5.164, 3.047], [-5.450, 3.664, 2.694], [-5.209, 4.751, 4.042], [-4.155, 3.349, 3.888], [-2.724, 3.477, 1.753], [-3.348, -0.964, 7.794], [-3.050, -2.267, 7.051], [-3.665, -3.516, 7.728], [-3.584, -2.285, 5.751], [-3.048, -0.124, 7.167], [-2.905, -0.920, 8.789], [-4.423, -0.839, 7.924], [-1.976, -2.410, 6.931], [-4.747, -3.429, 7.627], [-3.365, -3.691, 8.761], [-3.389, -4.339, 7.068], [-4.531, -2.358, 5.892], [3.265, 7.459, 3.220], [3.248, 5.891, 3.164], [2.956, 5.423, 4.483], [2.429, 4.115, 4.443], [2.002, 3.800, 5.863], [3.572, 7.819, 2.239], [2.358, 8.004, 3.484], [4.038, 7.746, 3.932], [2.465, 5.571, 2.477], [4.194, 5.490, 2.799], [1.583, 3.985, 3.769], [3.216, 3.409, 4.179], [1.867, 2.719, 5.902], [1.092, 4.301, 6.192], [2.749, 4.057, 6.614], [1.683, -6.360, 4.998], [2.242, -6.479, 3.555], [3.594, -6.135, 3.494], [4.369, -6.330, 2.279], [3.691, -5.531, 1.122], [1.818, -5.353, 5.392], [0.621, -6.587, 4.908], [2.151, -7.039, 5.712], [2.213, -7.500, 3.173], [1.657, -5.873, 2.863], [5.387, -5.975, 2.437], [4.469, -7.385, 2.025], [3.546, -4.479, 1.370], [2.718, -5.889, 0.788], [4.321, -5.434, 0.237], [8.637, -0.408, -2.838], [7.453, -0.350, -3.798], [7.518, 0.952, -4.314], [6.438, 1.260, -5.228], [6.422, 2.747, -5.646], [8.741, -1.378, -2.352], [9.577, -0.297, -3.378], [8.588, 0.425, -2.136], [7.521, -1.192, -4.486], [6.543, -0.462, -3.208], [6.585, 0.670, -6.132], [5.511, 0.979, -4.729], [6.131, 3.412, -4.833], [5.597, 2.832, -6.354], [7.359, 3.069, -6.102], [-3.959, -5.422, 0.743], [-4.147, -6.475, 1.823], [-4.326, -7.714, 1.135], [-4.600, -5.549, -0.130], [-2.921, -5.433, 0.412], [-4.081, -4.441, 1.202], [-4.970, -6.252, 2.502], [-3.235, -6.485, 2.419], [-4.844, -8.288, 1.704], [1.629, -4.055, -7.004], [2.642, -3.469, -6.008], [3.632, -4.452, -5.767], [1.940, -4.013, -8.048], [0.677, -3.550, -6.842], [1.474, -5.116, -6.809], [2.167, -3.246, -5.053], [3.148, -2.572, -6.366], [4.012, -4.778, -6.586], [0.988, 0.412, 0.090], [0.491, -0.509, 1.202], [-0.674, 0.143, 1.681], [1.755, -0.061, -0.523], [1.470, 1.305, 0.489], [0.216, 0.732, -0.610], [1.204, -0.635, 2.017], [0.199, -1.495, 0.841], [-1.158, -0.463, 2.246]], "atomic_forces_ev_per_a": [[0.388, 0.058, -0.807], [0.430, -0.326, -0.230], [-1.274, 0.013, 0.663], [-0.025, -0.631, -0.394], [-0.281, 0.211, 0.490], [-0.249, -0.243, 0.290], [0.168, 0.416, -0.221], [0.603, 0.046, -0.314], [0.175, 0.260, 0.216], [-0.124, 0.232, 0.107], [0.076, -0.226, 0.035], [0.154, 0.232, 0.183], [-0.371, 0.196, -0.631], [1.650, -0.412, 1.463], [0.024, 0.472, -1.139], [-1.261, -0.419, -0.358], [-0.002, -0.083, -0.049], [0.122, 0.374, 0.202], [-0.224, -0.216, 0.389], [0.162, 0.329, -0.165], [0.189, 0.035, 0.261], [-0.196, -0.244, 0.007], [-0.374, -0.061, -0.033], [0.266, 0.016, 0.081], [-0.254, 0.093, -0.084], [-0.924, 0.367, 1.272], [0.134, 0.253, -0.272], [0.182, -0.199, -0.223], [0.093, -0.395, -0.487], [0.182, -0.389, 0.614], [0.170, 0.336, -0.534], [0.108, 0.418, 0.080], [0.032, -0.156, -0.029], [0.156, 0.113, 0.061], [-0.049, -0.157, -0.084], [0.182, -0.346, -0.359], [-0.252, -0.097, -0.509], [-0.245, -0.752, 1.229], [0.572, 0.457, -0.591], [-0.039, 0.590, -0.657], [0.319, 0.077, 0.209], [0.217, 0.008, -0.144], [-0.207, -0.187, 0.047], [0.067, 0.104, 0.060], [-0.193, 0.047, 0.436], [-0.064, -0.005, -0.081], [0.108, -0.297, 0.376], [-0.271, 0.058, -0.397], [0.997, -0.960, -0.369], [-0.954, 1.780, 0.807], [-0.203, 0.074, -1.344], [0.405, 0.154, 1.650], [-0.158, -0.592, 0.219], [0.084, 0.101, -0.057], [-0.263, -0.680, 0.086], [0.014, 0.110, 0.013], [-0.136, -0.134, -0.095], [0.219, 0.079, 0.066], [-0.031, 0.274, -0.289], [0.125, -0.146, -0.363], [-0.285, -0.072, 0.298], [-0.125, -0.017, -0.329], [0.301, 0.021, -0.302], [0.408, -0.031, -1.068], [0.255, -0.628, -0.057], [2.114, 0.710, 0.336], [-2.059, 0.880, -0.417], [0.619, 0.243, -0.054], [-0.088, 0.072, -0.182], [-0.063, 0.042, 0.304], [0.039, -0.149, -0.249], [-0.685, -0.445, 0.172], [-0.226, 0.247, 0.047], [-0.261, 0.255, 0.411], [-0.332, -0.260, 0.035], [-0.045, -0.004, 0.613], [0.116, -0.372, 0.186], [0.199, -0.554, -0.083], [0.396, -0.295, -0.298], [0.836, 0.248, 1.555], [-0.748, 0.538, -1.345], [1.032, 0.505, 0.384], [-0.506, -0.814, 0.500], [-0.350, 0.081, 0.323], [-0.043, 0.182, -0.257], [-0.107, -0.256, 0.187], [-0.104, 0.269, -0.674], [-0.384, -0.139, -0.056], [-0.188, -0.269, -0.074], [-0.277, 0.009, -0.161], [0.369, -0.075, 0.203], [0.158, 0.081, -0.345], [-0.091, -0.072, 0.057], [0.484, 0.457, 0.531], [0.232, 0.085, -0.893], [-0.170, -0.078, 0.489], [-0.161, -0.008, 0.281], [-0.014, -0.191, -0.227], [-0.260, 0.179, -0.196], [-0.253, -0.025, -0.160], [0.079, -0.212, 0.226], [0.069, -0.198, -0.045], [-0.249, 0.411, 0.449], [0.132, -0.965, -0.929], [0.595, -0.273, 0.915], [0.040, 0.411, 0.010], [-0.133, 0.011, -0.486], [0.012, 0.032, 0.370], [0.079, -0.111, -0.016], [-0.335, 0.299, -0.155], [-0.139, 0.192, -0.154], [0.929, -0.321, -0.183], [-0.537, 0.653, -0.623], [-0.519, 0.147, 0.494], [0.093, -0.241, 0.053], [-0.209, 0.060, 0.204], [-0.288, -0.187, 0.325], [0.308, 0.039, -0.103], [0.254, -0.133, -0.272], [-0.062, 0.006, 0.129]]}